The following is a quantum chemistry calculation of a structure of composition C13H9N7O11SSeW, from OMol25.

ORCA input file:
```
! wB97M-V def2-TZVPD RIJCOSX def2/J DEFGRID3
* xyz 0 1
W 0.333 -1.350 0.148
N -0.792 -4.469 3.175
C -0.510 -3.345 2.508
S -1.081 -3.188 0.881
N 0.119 -2.389 3.149
N 0.342 -1.325 2.362
C 0.746 -0.248 2.923
C 0.981 0.912 2.090
C 1.361 2.131 2.623
C 1.549 3.209 1.776
C 1.344 3.036 0.419
C 0.959 1.790 -0.040
N 0.778 0.747 0.768
H -1.093 -5.282 2.669
H -0.398 -4.585 4.094
H 0.897 -0.215 3.995
H 1.507 2.222 3.690
H 1.852 4.170 2.171
H 1.483 3.844 -0.284
H 0.790 1.621 -1.091
O 3.980 -3.071 -0.746
Se 2.690 -2.986 0.162
O 1.236 -2.973 -0.742
O 2.306 -1.342 0.587
O 2.558 -3.900 1.456
O -1.798 3.413 -4.680
N -2.404 3.085 -3.677
O -3.373 3.668 -3.229
C -1.914 1.929 -2.948
C -2.521 1.566 -1.763
C -2.041 0.480 -1.067
C -0.971 -0.375 -1.544
O -0.989 -1.677 -1.405
C -0.282 0.223 -2.677
C -0.748 1.290 -3.382
N 1.050 -0.228 -2.884
O 1.608 -0.664 -1.856
O 1.602 -0.131 -3.948
N -2.466 0.261 0.244
O -1.670 -0.396 0.974
O -3.484 0.722 0.692
H -3.340 2.149 -1.364
H -0.194 1.673 -4.229
*
```

The HOMO energy (spin up / spin down) comes out at -8.380 / -8.380 eV. The HOMO-LUMO gap (spin up / spin down) comes out at 6.41 / 6.41 eV.

=====

The following is a quantum chemistry calculation of a structure of composition C23H37Cl10F5N3O3S3, from OMol25.

ORCA input file:
```
! wB97M-V def2-TZVPD RIJCOSX def2/J DEFGRID3
* xyz 1 1
O -0.421 -0.295 0.981
S 0.731 -0.838 1.681
O 0.268 -1.314 2.993
C 1.890 0.515 2.015
N 2.077 0.899 3.369
C 2.939 1.940 3.352
N 3.337 2.245 2.072
C 2.691 1.367 1.176
C 2.805 1.325 -0.370
C 2.618 2.799 -0.962
C 1.126 2.884 -1.545
S 0.389 4.456 -0.843
C -0.846 3.790 0.371
S -0.333 3.288 1.864
N -2.205 3.765 -0.084
C -3.151 4.413 0.860
C -4.014 3.427 1.723
O -4.517 2.287 1.017
C -3.318 1.564 0.611
C -2.645 2.416 -0.513
C 1.484 -2.334 0.869
F 0.626 -3.375 1.084
F 2.681 -2.715 1.434
C 1.750 -2.212 -0.681
F 3.036 -1.817 -0.913
F 0.838 -1.486 -1.362
F 1.674 -3.486 -1.192
H 1.647 0.481 4.200
H 3.306 2.528 4.217
H 3.963 3.002 1.792
H 2.150 0.562 -0.846
H 3.893 1.044 -0.601
H 3.378 3.052 -1.743
H 2.699 3.525 -0.117
H 1.111 2.879 -2.662
H 0.559 1.976 -1.208
H -2.574 5.060 1.580
H -3.817 5.105 0.284
H -3.512 3.066 2.659
H -4.920 4.009 2.064
H -2.696 1.436 1.534
H -3.679 0.578 0.213
H -3.331 2.560 -1.394
H -1.760 1.846 -0.922
Cl -1.175 8.989 -2.652
C -2.378 8.582 -1.403
C -1.735 8.285 -0.068
Cl -0.796 6.767 -0.099
H -2.964 7.736 -1.762
H -3.042 9.442 -1.310
H -2.505 8.168 0.695
H -1.068 9.088 0.242
Cl -2.100 -7.379 0.377
C -1.930 -5.736 -0.299
C -3.054 -4.821 0.132
Cl -4.612 -5.285 -0.592
H -1.875 -5.821 -1.389
H -0.976 -5.345 0.059
H -2.845 -3.801 -0.194
H -3.173 -4.817 1.216
Cl -4.375 -1.307 3.556
C -2.893 -2.264 3.794
C -2.991 -3.183 4.990
Cl -3.021 -2.284 6.527
H -2.059 -1.571 3.887
H -2.747 -2.851 2.886
H -2.120 -3.839 5.023
H -3.884 -3.806 4.944
Cl -0.428 -5.149 -2.839
C -0.030 -6.885 -2.963
C 1.073 -7.148 -3.963
Cl 0.552 -6.834 -5.636
H -0.943 -7.422 -3.222
H 0.284 -7.210 -1.970
H 1.371 -8.195 -3.914
H 1.949 -6.533 -3.761
Cl 5.141 0.025 -2.817
C 5.557 -1.704 -2.976
C 6.670 -1.933 -3.973
Cl 6.157 -1.588 -5.641
H 4.652 -2.244 -3.254
H 5.867 -2.047 -1.988
H 6.979 -2.978 -3.945
H 7.539 -1.315 -3.751
*
```

The HOMO energy comes out at -10.665 eV. The HOMO-LUMO gap comes out at 6.66 eV.

=====

These records have energy relative to the best compared isomer or geometry (same formula, charge and spin) values of 0.000, 0.000 eV, in the order they appear.